Here is a molecular structure, C20H40O40S10 in a non-equilibrium geometry from the OMol25 dataset. Energies are from wB97M-V/def2-TZVPD.

Computed properties:
- E_HOMO (eV) = -10.402
- calculated total energy (a.u.) = -7777.30911
- Kohn-Sham gap (eV) = 10.1
- charge = 0
- energy above the lowest of the compared OMol25 structures with the same formula, charge and spin (kcal per mole) = 4.80

Each line ends with the Mulliken charge.
Cartesian coordinates (Å):
C 15.97481 0.77208 9.52570  0.007
C 16.51711 1.59910 8.36186  0.483
O 16.00919 0.96931 7.14518  -0.198
S 15.24010 -0.37497 7.48180  1.154
O 15.70602 -1.48390 6.74044  -0.579
O 13.85458 -0.09408 7.52534  -0.623
O 15.79120 -0.52444 8.97423  -0.365
H 15.08271 1.18082 10.00006  0.199
H 16.76383 0.69885 10.27245  0.137
H 17.58614 1.44978 8.27944  -0.659
H 16.21368 2.63690 8.39524  0.291
C 25.60080 1.64610 12.65230  0.241
C 25.58119 0.46292 13.60586  -0.471
O 24.30864 0.57340 14.26830  -0.427
S 23.21625 1.04596 13.21939  1.284
O 22.30428 1.93057 13.80940  -0.576
O 22.70333 -0.05504 12.48911  -0.595
O 24.23514 1.85336 12.27679  -0.195
H 26.13731 1.36701 11.74526  -0.103
H 26.00073 2.55740 13.08506  0.275
H 26.32575 0.59383 14.39499  0.320
H 25.77042 -0.55549 13.26785  0.281
C 14.82790 5.86428 6.35331  -0.303
C 14.42064 4.38927 6.55233  -0.192
O 15.44165 3.63376 5.89106  -0.306
S 16.81066 4.44964 5.78042  1.072
O 17.41731 4.09909 4.56527  -0.584
O 17.53805 4.25975 6.97960  -0.290
O 16.06416 5.84068 5.62584  -0.324
H 15.02959 6.36056 7.30113  0.256
H 14.13208 6.44458 5.75763  0.260
H 13.45777 4.15444 6.11224  0.358
H 14.47095 4.06894 7.59239  0.135
C 19.21570 -1.26584 9.35028  0.690
C 18.92989 -1.21242 7.82974  0.196
O 19.91865 -2.06635 7.21689  -0.446
S 21.07775 -2.46651 8.21607  0.964
O 22.10420 -1.48449 8.12639  -0.344
O 21.41464 -3.82854 8.09960  -0.613
O 20.16365 -2.30876 9.50240  -0.464
H 18.31358 -1.53328 9.89516  0.330
H 19.58851 -0.30993 9.71197  -0.470
H 19.05472 -0.21715 7.40541  0.091
H 17.99765 -1.66071 7.50335  0.071
C 29.48114 2.98612 9.99347  -0.288
C 29.35878 3.18686 11.51163  -0.343
O 28.16837 3.93514 11.73853  -0.372
S 27.43227 4.36683 10.39262  0.786
O 27.78967 5.69873 10.07871  -0.599
O 26.07652 3.97758 10.47887  -0.146
O 28.23430 3.39328 9.41407  -0.245
H 29.63898 1.93950 9.74337  0.237
H 30.29078 3.54029 9.51820  0.239
H 30.21076 3.62444 12.02139  0.323
H 29.21245 2.18032 11.91086  0.246
C 26.16917 5.82883 7.03451  -0.371
C 25.59839 4.40713 6.98003  0.236
O 24.44714 4.53490 7.79891  0.256
S 23.83363 6.01902 7.81362  0.955
O 23.91597 6.47622 9.14622  -0.615
O 22.63290 5.99734 7.07974  -0.345
O 24.97859 6.63542 6.90640  -0.372
H 26.86464 6.11530 6.25490  0.358
H 26.56522 6.02588 8.03103  0.194
H 26.25602 3.68756 7.46308  -0.305
H 25.42778 4.12466 5.93925  0.244
C 25.34463 -0.23491 8.60571  0.421
C 25.81030 0.85442 7.67544  -0.232
O 27.22624 0.90555 7.68682  -0.258
S 27.73625 -0.61194 7.71678  1.067
O 28.82727 -0.73713 8.61014  -0.578
O 27.87339 -1.09625 6.39888  -0.570
O 26.42013 -1.21640 8.36461  -0.393
H 24.46759 -0.76078 8.24321  0.060
H 25.39635 -0.09219 9.68264  0.006
H 25.29428 1.80679 7.67914  -0.013
H 25.60069 0.41134 6.69055  0.483
C 21.91776 5.28242 4.39898  0.234
C 20.43710 5.19171 4.66309  -0.566
O 19.80829 5.84441 3.56156  -0.273
S 20.71336 5.64290 2.26140  1.111
O 21.08545 6.92536 1.79434  -0.576
O 20.15575 4.70520 1.36944  -0.557
O 21.96285 4.95265 2.99035  -0.381
H 22.38192 4.54677 5.04343  -0.001
H 22.25418 6.31579 4.46305  0.312
H 20.13295 5.53832 5.65012  0.409
H 20.10817 4.14754 4.69056  0.271
C 22.41434 2.87057 10.06910  0.382
C 22.24728 1.49570 9.43963  -0.151
O 20.85472 1.48455 9.09408  -0.093
S 20.35503 2.90666 8.60351  0.782
O 19.04825 3.13603 9.08001  -0.094
O 20.67616 3.08987 7.22950  -0.554
O 21.40031 3.72829 9.47800  -0.360
H 23.39092 3.33053 9.94276  -0.163
H 22.10052 2.93178 11.10921  0.048
H 22.46986 0.72653 10.17260  0.187
H 22.73188 1.32895 8.47822  0.060
C 16.37471 2.61528 12.93746  -0.337
C 17.26705 2.14998 14.07616  -0.405
O 18.50980 2.80216 13.81862  -0.354
S 18.75524 3.08187 12.27126  1.161
O 19.54181 2.03404 11.73562  -0.439
O 19.07573 4.44025 12.08389  -0.669
O 17.23637 2.75173 11.81694  -0.229
H 15.95379 3.59040 13.20236  0.284
H 15.56859 1.92814 12.69493  0.340
H 17.39854 1.06580 14.04178  0.269
H 16.93484 2.47484 15.05665  0.315



Here is a molecular structure, C20H41DyN2OP3 in a non-equilibrium geometry from the OMol25 dataset. Energies are from wB97M-V/def2-TZVPD.

Computed properties:
- E_HOMO (alpha / beta) (eV) = -16.177 / -16.388
- spin multiplicity = 6
- calculated total energy (a.u.) = -2879.52865
- Kohn-Sham gap (alpha / beta) (eV) = 4.8 / 7.0
- charge = +3

Each line ends with the Löwdin spin population.
Cartesian coordinates (Å):
Dy 1.59598 1.25483 -0.19604  5.720
P -0.46726 2.27124 1.59737  -0.008
P -0.21039 -1.60559 2.01690  0.000
P -2.93451 -0.93102 -1.13899  -0.002
H 4.23348 1.68068 -1.64601  0.007
C 3.16421 1.92509 -1.73483  0.175
C 2.59782 3.03219 -1.07830  -0.069
H 3.16757 3.54136 -0.28958  0.001
C 0.48705 3.41768 2.66871  -0.001
C -1.50011 1.36225 2.81301  -0.002
C -1.76815 3.32866 0.86116  -0.003
C 0.62368 -3.04502 1.23045  0.000
C 0.76505 -1.60711 3.57178  0.000
C -1.67684 -2.48875 2.72627  0.000
C -3.23071 0.31498 -2.39441  -0.001
C -4.19673 -0.65025 0.09681  -0.001
C -2.99038 -2.60798 -1.77332  -0.001
H 2.78482 1.64498 -2.72558  0.009
H 1.87232 3.67168 -1.61200  0.001
H 1.30007 3.86341 2.08203  0.000
H 0.93370 2.85742 3.49851  0.000
H -0.16863 4.20929 3.05330  -0.001
H -0.86176 0.81837 3.52049  0.000
H -2.10581 0.61704 2.27294  0.000
H -2.16721 2.03808 3.37475  0.000
H -1.34199 3.87004 0.00699  0.000
H -2.18478 4.04748 1.58509  -0.001
H -2.57337 2.67964 0.48394  0.000
H 0.90918 -3.75103 2.01801  0.000
H 1.51745 -2.71578 0.68889  0.000
H -0.05629 -3.53312 0.52347  0.000
H 0.75655 -2.63195 3.97154  0.000
H 0.30472 -0.92015 4.29412  0.000
H 1.79502 -1.28325 3.38649  0.000
H -1.36166 -3.49479 3.03426  0.000
H -2.48854 -2.57148 1.99184  0.000
H -2.03555 -1.92322 3.59665  0.000
H -4.31690 0.49204 -2.49584  0.000
H -2.82857 -0.00456 -3.36392  -0.001
H -2.74032 1.25490 -2.10099  0.000
H -5.14126 -0.53468 -0.46090  0.000
H -4.00728 0.27613 0.66341  0.000
H -4.26910 -1.49874 0.79095  0.000
H -3.81291 -2.70538 -2.50081  0.000
H -3.16504 -3.28434 -0.92269  0.000
H -2.02710 -2.86477 -2.24531  -0.001
C 0.27659 -0.21350 -2.84083  -0.108
C 0.70939 -1.46919 -3.33842  -0.115
C 0.83001 -1.66705 -4.71196  -0.008
C 0.50950 -0.62905 -5.60517  -0.216
C 0.22634 0.65147 -5.12065  -0.016
C 0.01497 0.84567 -3.75780  -0.112
O 0.16244 -0.04341 -1.50799  -0.251
H -1.63573 -0.85272 -0.63134  -0.001
H 1.01424 -2.20914 -2.59410  -0.003
H 1.20970 -2.62665 -5.07360  0.002
H 0.53495 -0.82194 -6.67843  -0.009
H 0.18000 1.51789 -5.79875  0.002
H -0.27948 1.82286 -3.36179  -0.003
N 4.52769 -0.98346 1.58856  0.001
C 4.61934 -0.15827 2.71372  0.000
C 3.60677 0.73712 2.62629  0.001
N 2.91870 0.49639 1.42091  0.003
C 3.49872 -0.57644 0.83182  0.006
H 5.09661 -1.81110 1.42153  0.000
H 5.39309 -0.26113 3.45535  0.000
H 3.25472 1.49244 3.31927  0.000
H 3.15197 -1.05730 -0.09720  0.002



Here is 5 unconnected molecules or ions with the total composition C20H41F5N3O12S4 in a non-equilibrium geometry from the OMol25 dataset. Energies are from wB97M-V/def2-TZVPD.

Computed properties:
- E_HOMO (eV) = -12.428
- calculated total energy (a.u.) = -3945.56954
- Kohn-Sham gap (eV) = 7.2
- charge = +1

Each line ends with the Mulliken charge.
Cartesian coordinates (Å):
C -5.99846 0.53103 -1.56107  -0.860
N -4.81780 0.50643 -2.45424  -0.014
C -3.55953 0.67339 -1.73517  -0.927
C -3.23988 2.11182 -1.43095  0.938
C -3.13391 2.96635 -2.53141  -0.667
N -2.86107 4.23404 -2.41346  -0.825
N -2.70097 4.65214 -1.18215  0.463
C -2.75553 3.93760 -0.08404  -0.781
C -3.02908 2.60442 -0.18232  0.014
C -3.02291 1.79550 1.10668  0.827
F -3.14063 2.67739 2.12182  -0.329
F -4.03574 0.94508 1.19690  -0.225
C -1.65108 1.03813 1.29404  0.839
F -0.70946 1.69743 0.62046  -0.179
F -1.31489 0.94363 2.55460  -0.230
F -1.76154 -0.17936 0.77209  -0.260
H -5.85960 1.14398 -0.67320  0.263
H -6.22891 -0.48396 -1.26791  0.255
H -6.83401 0.95769 -2.09723  0.381
H -4.94552 1.25008 -3.12816  0.257
H -2.75516 0.28435 -2.35686  -0.102
H -3.59043 0.06351 -0.84985  0.567
H -3.26772 2.57527 -3.52296  0.685
H -2.50690 5.64319 -1.08674  0.289
H -2.57973 4.42213 0.85422  0.657
O 2.13430 -1.59482 -3.13669  -0.664
S 2.23135 -0.41413 -2.33875  1.182
O 2.63236 0.82897 -2.91843  -0.646
O 3.11491 -0.71001 -1.06332  -0.108
C 4.43311 -1.27852 -1.26453  -0.422
C 5.43182 -0.24353 -1.73821  -0.952
C 0.70638 -0.15778 -1.49203  -0.850
H 4.37244 -2.12102 -1.95433  0.342
H 4.72633 -1.67282 -0.29442  0.283
H 5.19737 0.09861 -2.74588  0.320
H 6.43651 -0.66443 -1.74804  0.402
H 5.41960 0.62744 -1.08306  0.190
H 0.40085 -1.08783 -1.01942  0.413
H -0.02409 0.14610 -2.24013  0.240
H 0.84733 0.62471 -0.75735  0.224
O 0.80695 -2.42376 7.32493  -0.637
S 0.90894 -3.29996 6.20069  1.205
O 2.15627 -3.47065 5.52680  -0.599
O -0.19789 -2.87257 5.13062  -0.296
C -0.22878 -1.49239 4.73685  -0.478
C 0.87133 -1.15156 3.74881  -0.649
C 0.24102 -4.87588 6.60428  -0.934
H -0.18180 -0.85308 5.62035  0.388
H -1.20595 -1.34192 4.27960  0.177
H 1.85430 -1.21412 4.21352  0.453
H 0.74159 -0.13852 3.37106  0.085
H 0.86358 -1.84877 2.90993  0.279
H -0.72873 -4.73723 7.07354  0.318
H 0.93400 -5.34913 7.29595  0.379
H 0.15690 -5.46429 5.69470  0.321
O 6.49030 3.91500 2.14959  -0.653
S 6.18442 2.63949 2.71657  1.173
O 6.01275 1.49191 1.88009  -0.532
O 4.90005 2.78654 3.65012  -0.246
C 3.72722 3.39320 3.08350  -0.655
C 2.96740 2.43784 2.18016  -0.686
C 7.34431 2.26137 3.98272  -0.973
H 3.99713 4.30960 2.55587  0.381
H 3.11108 3.67690 3.93469  0.298
H 3.53367 2.20946 1.27772  0.256
H 2.01385 2.87827 1.88043  0.352
H 2.77802 1.49395 2.69259  0.241
H 7.43623 3.11944 4.64233  0.341
H 8.29363 2.05302 3.49489  0.375
H 6.99920 1.38498 4.52473  0.319
O -4.33448 -1.02667 -5.27259  -0.664
S -3.99371 -2.35763 -4.86382  1.412
O -3.47484 -2.59606 -3.55103  -0.602
O -3.00865 -2.98340 -5.93696  -0.338
C -1.82280 -2.23772 -6.29033  -0.480
C -0.73430 -2.34880 -5.24034  -0.562
C -5.35564 -3.43149 -5.15336  -1.095
H -2.08808 -1.19762 -6.48568  0.329
H -1.48276 -2.66887 -7.22904  0.305
H -1.02130 -1.84892 -4.31537  -0.025
H 0.18539 -1.89045 -5.60326  0.411
H -0.53781 -3.39286 -5.00003  0.267
H -5.71884 -3.27249 -6.16456  0.336
H -6.12590 -3.17882 -4.42822  0.371
H -5.02740 -4.45750 -5.01153  0.344